Record 1
The molecule C3H7NO at a distorted geometry, computed with ωB97M-V/def2-TZVPD.

Geometry as XYZ:
```
12
Properties=species:S:1:pos:R:3:lowdin_charge:R:1
C 0.352 -0.267 -1.756 -0.0959
N 0.346 -0.724 -0.384 -0.0122
C -0.055 0.251 0.460 -0.5639
C -0.153 -0.044 1.917 -0.0026
O -0.285 1.384 0.025 0.0045
H -0.335 0.701 -1.535 0.1209
H 0.304 -1.169 -2.408 0.0887
H 1.305 0.210 -1.998 0.0697
H 0.348 -1.693 -0.108 0.1343
H -0.848 0.682 2.340 0.0868
H 0.833 0.106 2.367 0.0908
H -0.488 -1.064 2.119 0.0789
```

As for the frontier orbital gap: 10.3 eV. Its HOMO energy is -9.3 eV. As for the energy relative to the best compared isomer or geometry (same formula, charge and spin): 112.5 kJ/mol. The calculated total energy comes out at -248.483647 Ha. As for the largest force on an atom: 3.2 eV/A.

Record 2
A structure of composition C24H44N6O4P2RhS at a distorted geometry, computed with ωB97M-V/def2-TZVPD.

Geometry as XYZ:
```
82
Properties=species:S:1:pos:R:3:lowdin_charge:R:1
Rh -0.092 0.463 -0.019 1.1253
C 1.627 -2.357 0.088 -0.0579
N 2.432 -1.915 1.200 -0.2432
C 2.485 -2.764 2.371 -0.0521
P 2.946 -0.331 1.171 0.5419
O 2.267 0.472 0.142 -0.2958
O 2.658 0.227 2.674 -0.2508
P 1.253 0.865 3.262 0.5397
O 0.139 0.625 2.318 -0.3369
N 1.585 2.491 3.440 -0.2895
C 1.831 3.214 2.208 -0.0947
C 2.270 3.014 4.606 -0.0733
N 1.048 0.057 4.680 -0.2996
C -0.296 -0.104 5.195 -0.0698
C 2.111 -0.198 5.628 -0.0859
N 4.602 -0.271 1.050 -0.1400
C 5.494 -1.065 1.856 0.0029
C 5.230 0.712 0.207 0.0007
H 1.336 -3.394 0.246 0.1157
H 2.179 -2.277 -0.851 0.1117
H 0.699 -1.723 -0.010 0.0547
H 3.079 -3.662 2.173 0.1176
H 1.480 -3.084 2.658 0.1190
H 2.927 -2.214 3.198 0.0779
H 1.349 2.696 1.376 0.0468
H 2.900 3.311 2.002 0.0969
H 1.408 4.215 2.297 0.1027
H 1.836 2.592 5.506 0.0804
H 2.144 4.096 4.642 0.1051
H 3.342 2.800 4.588 0.0959
H -1.009 0.006 4.381 0.0689
H -0.519 0.627 5.976 0.1027
H -0.401 -1.096 5.635 0.1023
H 3.076 -0.004 5.167 0.0781
H 2.067 -1.240 5.949 0.1002
H 2.001 0.422 6.520 0.0994
H 4.990 -1.944 2.245 0.0883
H 5.882 -0.478 2.694 0.1404
H 6.347 -1.381 1.252 0.1321
H 4.472 1.261 -0.344 0.0971
H 5.912 0.229 -0.494 0.1346
H 5.822 1.408 0.805 0.1407
N -2.106 -0.026 -0.048 -0.4351
S -3.280 1.055 0.278 1.1044
C -4.538 0.814 -1.022 -0.4247
C -5.699 1.556 -0.874 -0.0791
C -6.677 1.470 -1.851 -0.0328
C -6.478 0.670 -2.966 -0.0327
C -5.310 -0.062 -3.101 -0.0419
C -4.329 0.002 -2.122 -0.0990
C -4.183 0.342 1.678 -0.3946
C -3.970 0.936 2.913 -0.0896
C -4.658 0.455 4.014 -0.0503
C -5.533 -0.610 3.869 -0.0336
C -5.738 -1.189 2.626 -0.0330
C -5.059 -0.718 1.515 -0.0634
H -2.414 -0.994 -0.086 0.0370
H -5.844 2.177 -0.005 0.1215
H -7.593 2.025 -1.732 0.1235
H -7.237 0.622 -3.732 0.1243
H -5.158 -0.681 -3.972 0.1215
H -3.424 -0.573 -2.226 0.1006
H -3.294 1.774 3.000 0.1082
H -4.535 0.920 4.979 0.1184
H -6.068 -0.987 4.726 0.1231
H -6.442 -1.997 2.513 0.1232
H -5.231 -1.150 0.541 0.1192
C -1.972 5.207 -2.508 -0.0161
N -1.140 4.423 -1.631 -0.1288
C -0.348 5.170 -0.680 -0.0085
C -0.996 3.105 -1.744 -0.4681
C -1.765 2.386 -2.813 0.0226
O -0.209 2.499 -0.978 -0.1313
H -2.138 6.185 -2.060 0.1065
H -2.938 4.739 -2.682 0.0990
H -1.479 5.363 -3.471 0.1158
H 0.046 6.067 -1.158 0.1104
H 0.479 4.553 -0.333 0.0744
H -0.970 5.471 0.166 0.1107
H -2.822 2.318 -2.564 0.0786
H -1.360 1.380 -2.915 0.0861
H -1.689 2.893 -3.773 0.1035
```

As for the frontier orbital gap (alpha / beta): 9.0 / 3.5 eV. Its HOMO energy (alpha / beta) is -16.2 / -16.2 eV. As for the charge: +3. As for the energy relative to the best compared isomer or geometry (same formula, charge and spin): 150.4 kJ/mol. The calculated total energy comes out at -2760.989516 Ha. The spin multiplicity is 5. As for the largest force on an atom: 4.0 eV/A.

Record 3
A cluster of 2 separate species, C6H13FN2 in total at a distorted geometry, computed with ωB97M-V/def2-TZVPD.

Geometry as XYZ:
```
22
Properties=species:S:1:pos:R:3:lowdin_charge:R:1
C 2.307 -0.236 -0.606 -0.2010
C -1.285 1.191 -1.101 -0.0361
C -0.739 0.326 1.155 -0.0440
C -2.656 -0.825 -0.073 -0.0218
C -0.221 -0.980 -0.772 -0.2000
C -1.293 -0.105 -0.210 -0.5470
N 2.942 -0.378 0.506 0.1256
N 1.017 -0.672 -0.792 0.1179
F 5.276 0.634 1.150 -0.1198
H 2.742 0.368 -1.300 0.0896
H -1.702 2.008 -0.388 0.1044
H -1.826 1.024 -1.955 0.0419
H -0.292 1.635 -1.308 0.0846
H -1.080 1.319 1.318 0.0598
H 0.364 0.295 1.028 0.0672
H -1.059 -0.244 1.990 0.0724
H -3.391 -0.139 0.094 0.0509
H -3.059 -1.283 -0.963 0.0885
H -2.580 -1.409 0.762 0.0509
H -0.415 -2.087 -0.969 0.1486
H 2.476 -0.645 1.412 0.1137
H 4.474 0.203 1.021 -0.0462
```

As for the frontier orbital gap (alpha / beta): 6.6 / 8.3 eV. Its HOMO energy (alpha / beta) is -5.9 / -10.8 eV. The calculated total energy comes out at -445.586320 Ha. The spin multiplicity is 3. As for the largest force on an atom: 5.7 eV/A.

Record 4
A structure of composition C22H31CdN3O2P at a distorted geometry, computed with ωB97M-V/def2-TZVPD.

Geometry as XYZ:
```
60
Properties=species:S:1:pos:R:3:lowdin_charge:R:1
Cd -0.505 0.336 0.712 1.3153
O -1.532 -3.149 4.663 0.0631
C -0.545 -3.834 4.059 -0.2562
C -0.089 -5.046 4.580 -0.0156
C 0.943 -5.736 3.978 -0.0661
C 1.549 -5.237 2.832 -0.0801
C 1.105 -4.049 2.299 -0.0202
C 0.054 -3.337 2.885 -0.0868
C -0.422 -2.139 2.190 -0.4501
O 0.209 -1.700 1.178 -0.1955
N -1.596 -1.644 2.598 0.0465
N -1.999 -0.581 1.948 -0.1467
C -3.230 -0.196 1.937 -0.0745
C -3.630 0.912 1.105 -0.2776
C -4.968 1.324 1.063 -0.0017
C -5.334 2.347 0.213 -0.0349
C -4.359 2.943 -0.580 -0.0414
C -3.061 2.475 -0.484 -0.1438
N -2.695 1.490 0.325 0.0137
H -1.867 -3.642 5.426 0.1208
H -0.555 -5.436 5.475 0.1160
H 1.278 -6.672 4.399 0.1102
H 2.358 -5.774 2.368 0.1027
H 1.541 -3.647 1.396 0.1106
H -3.983 -0.735 2.506 0.1355
H -5.696 0.836 1.692 0.1198
H -6.360 2.676 0.156 0.1192
H -4.609 3.748 -1.253 0.1115
H -2.278 2.905 -1.096 0.0922
C 3.245 -0.042 -0.103 -0.1201
C 2.667 0.314 -1.474 -0.5208
C 3.678 1.102 -2.306 -0.0939
P 0.984 1.097 -1.249 1.0111
C -0.021 0.592 -2.749 -0.5462
C 0.758 0.495 -4.058 -0.1032
C -0.676 -0.755 -2.423 -0.1408
C 1.075 2.965 -1.212 -0.5555
C 1.462 3.700 -2.490 -0.0932
C 1.949 3.385 -0.029 -0.1215
H 4.138 -0.649 -0.236 0.0881
H 2.526 -0.618 0.483 0.0460
H 3.527 0.848 0.455 0.0732
H 2.438 -0.627 -1.991 0.1051
H 4.005 2.001 -1.791 0.0697
H 3.288 1.374 -3.282 0.0614
H 4.558 0.480 -2.463 0.0924
H -0.807 1.351 -2.856 0.1044
H 1.534 -0.265 -4.008 0.0790
H 1.214 1.444 -4.325 0.0615
H 0.078 0.217 -4.861 0.0893
H 0.080 -1.506 -2.182 0.0807
H -1.243 -1.114 -3.280 0.0871
H -1.369 -0.674 -1.570 0.0373
H 0.035 3.238 -0.972 0.0798
H 2.496 3.526 -2.768 0.0687
H 1.340 4.768 -2.323 0.0889
H 0.819 3.419 -3.320 0.0680
H 3.005 3.272 -0.261 0.0704
H 1.722 2.791 0.864 0.0603
H 1.774 4.431 0.210 0.0872
```

As for the frontier orbital gap: 6.9 eV. Its HOMO energy is -10.4 eV. As for the charge: +1. As for the energy relative to the best compared isomer or geometry (same formula, charge and spin): 65.7 kJ/mol. The calculated total energy comes out at -1680.557284 Ha. As for the largest force on an atom: 1.3 eV/A.

Record 5
A structure of composition C22H16BrF9MoN2O3PS4, computed with ωB97M-V/def2-TZVPD.

Geometry as XYZ:
```
59
Properties=species:S:1:pos:R:3:lowdin_charge:R:1
Mo -0.461 -0.280 -0.046 0.9375
C 4.356 1.834 2.272 -0.0726
C 2.954 2.340 2.041 -0.2566
O 1.957 1.474 2.648 -0.2974
P 1.634 0.021 2.152 -0.0395
S -0.330 -0.282 2.441 0.4082
S 2.061 -0.279 0.224 0.4220
O 2.513 -0.887 3.095 -0.3003
C 2.461 -2.338 2.973 -0.2816
C 3.697 -2.898 3.625 -0.0588
H 5.066 2.572 1.896 0.0862
H 4.537 0.896 1.747 0.0639
H 4.545 1.683 3.334 0.0872
H 2.711 2.433 0.981 0.0864
H 2.785 3.302 2.521 0.1282
H 2.402 -2.595 1.913 0.0818
H 1.545 -2.672 3.465 0.1124
H 4.592 -2.607 3.078 0.0823
H 3.644 -3.986 3.644 0.0844
H 3.781 -2.543 4.651 0.0833
S -0.508 -0.097 -2.354 0.7145
C -2.036 0.686 -2.677 -0.6035
C -2.292 1.191 -3.951 -0.0322
C -3.509 1.788 -4.231 -0.1686
C -3.753 2.298 -5.549 -0.1655
N -3.949 2.704 -6.604 0.1883
C -4.489 1.888 -3.228 -0.1692
C -4.235 1.390 -1.963 -0.0340
C -3.012 0.785 -1.682 -0.6071
S -2.726 0.132 -0.085 0.7068
C -5.756 2.504 -3.501 -0.1658
N -6.775 2.993 -3.698 0.1878
H -1.541 1.118 -4.725 0.1255
H -4.989 1.473 -1.193 0.1256
Br 0.858 6.488 0.358 0.7343
C 0.463 4.642 0.218 -0.7082
C -0.352 4.039 1.159 -0.1298
C -0.623 2.681 1.057 -0.1707
C -0.098 1.886 0.033 -0.4166
C 0.697 2.547 -0.912 -0.1890
C 0.986 3.902 -0.828 -0.1397
H -0.775 4.619 1.967 0.1038
H -1.260 2.245 1.816 0.0603
H 1.132 1.998 -1.739 0.0612
H 1.614 4.372 -1.572 0.1029
F -2.283 -2.809 -1.792 0.1460
C -2.045 -3.714 -0.843 -0.5618
F -2.249 -4.923 -1.368 0.1875
F -2.942 -3.520 0.129 0.1737
C -0.605 -3.544 -0.271 -0.2621
O -0.363 -2.236 -0.026 -0.3837
C -0.483 -4.331 1.069 -0.5524
F -1.036 -3.640 2.063 0.1636
F 0.802 -4.527 1.389 0.1684
F -1.076 -5.523 1.004 0.1868
C 0.447 -4.063 -1.293 -0.5577
F 1.664 -3.632 -0.967 0.1667
F 0.171 -3.599 -2.515 0.1723
F 0.475 -5.397 -1.348 0.1844
```

As for the frontier orbital gap (alpha / beta): 6.2 / 6.2 eV. Its HOMO energy (alpha / beta) is -8.9 / -8.9 eV. As for the energy relative to the best compared isomer or geometry (same formula, charge and spin): 49.0 kJ/mol. The calculated total energy comes out at -6658.455932 Ha. The spin multiplicity is 2. As for the largest force on an atom: 0.8 eV/A.

Record 6
The molecule C3H4ClNOS at a distorted geometry, computed with ωB97M-V/def2-TZVPD.

Geometry as XYZ:
```
11
Properties=species:S:1:pos:R:3:lowdin_charge:R:1
C 0.819 -0.483 0.189 -0.3495
S 0.459 0.904 -0.902 0.9209
C -1.219 1.104 -0.759 -0.4949
N -1.908 0.596 0.193 -0.0127
C -3.193 0.490 0.404 -0.8822
O -3.863 0.808 1.382 0.0053
Cl -4.033 -0.531 -0.822 0.5963
H 0.039 -0.412 0.928 0.0226
H 0.643 -1.332 -0.347 -0.0033
H 1.900 -0.435 0.610 0.0931
H -1.799 1.748 -1.426 0.1044
```

As for the frontier orbital gap: 9.7 eV. Its HOMO energy is -9.9 eV. As for the energy relative to the best compared isomer or geometry (same formula, charge and spin): 57.5 kJ/mol. The calculated total energy comes out at -1105.062186 Ha. As for the largest force on an atom: 4.5 eV/A.

Record 7
A structure of composition C25H19N7O3PdS6, computed with ωB97M-V/def2-TZVPD.

Geometry as XYZ:
```
61
Properties=species:S:1:pos:R:3:lowdin_charge:R:1
Pd -0.835 0.240 -1.947 0.4614
C 1.578 -1.930 -1.047 -0.1076
C 1.329 -0.817 -0.095 -0.6321
N 0.486 0.157 -0.302 -0.0521
C 0.455 1.052 0.754 -0.3356
C 1.293 0.746 1.774 -0.3555
S 2.143 -0.701 1.419 1.0386
C -0.406 2.246 0.723 -0.3759
C 0.073 3.514 0.775 -0.3720
S -1.238 4.617 0.890 1.0212
C -2.349 3.277 0.871 -0.6202
N -1.774 2.126 0.749 0.0976
C -3.818 3.496 0.999 -0.0789
H 1.621 -1.526 -2.060 0.0717
H 0.750 -2.647 -1.037 0.0045
H 2.500 -2.461 -0.812 0.0706
H 1.415 1.284 2.698 0.0734
H 1.105 3.820 0.750 0.0686
H -4.057 4.150 1.838 0.0813
H -4.298 2.533 1.154 0.0826
H -4.261 3.956 0.114 0.0558
O -8.592 4.987 -0.547 -0.3719
S -7.270 4.655 -0.048 0.3886
O -6.175 5.291 -0.761 -0.3790
O -7.133 4.684 1.400 -0.3725
C -7.085 2.878 -0.419 -0.3578
N -8.026 2.059 0.053 0.1127
C -7.838 0.769 -0.189 -0.1329
C -6.736 0.272 -0.866 -0.0047
C -5.811 1.208 -1.312 -0.2178
N -6.014 2.510 -1.103 0.1461
C -4.569 0.854 -2.039 -0.1650
C -3.812 1.861 -2.630 -0.0290
C -2.657 1.525 -3.309 -0.1862
N -2.217 0.254 -3.472 -0.1086
C -2.924 -0.709 -2.827 -0.1976
C -4.091 -0.449 -2.119 -0.0313
H -8.608 0.093 0.175 0.1009
H -6.619 -0.787 -1.039 0.0966
H -4.129 2.891 -2.544 0.1114
H -2.072 2.288 -3.809 0.0873
H -2.576 -1.726 -2.961 0.0876
H -4.591 -1.270 -1.623 0.1019
S 2.554 -8.929 0.334 0.4678
C 1.349 -7.892 -0.205 -1.1307
S 1.621 -6.642 -1.365 0.9100
C -0.043 -6.053 -1.207 -1.2148
N -0.726 -6.788 -0.374 -0.0115
N 0.054 -7.814 0.158 -0.1670
C -0.602 -8.618 1.130 -0.2090
C -0.369 -9.984 1.216 -0.0555
C -1.049 -10.734 2.165 -0.0962
C -1.963 -10.136 3.019 -0.1145
C -2.204 -8.773 2.911 -0.0948
C -1.530 -8.012 1.970 -0.0168
S -0.567 -4.711 -2.098 0.3986
H 0.342 -10.447 0.550 0.0673
H -0.862 -11.799 2.228 0.0955
H -2.491 -10.728 3.756 0.0904
H -2.924 -8.294 3.563 0.0966
H -1.724 -6.955 1.859 0.1088
```

As for the frontier orbital gap: 6.4 eV. Its HOMO energy is -2.9 eV. As for the charge: -2. As for the energy relative to the best compared isomer or geometry (same formula, charge and spin): 0.0 kJ/mol. The calculated total energy comes out at -4090.230748 Ha. As for the largest force on an atom: 0.3 eV/A.

Record 8
A cluster of 2 separate species, C4H12 in total, computed with ωB97M-V/def2-TZVPD.

Geometry as XYZ:
```
16
Properties=species:S:1:pos:R:3:lowdin_charge:R:1
C -0.949 -1.566 -1.411 -0.2920
C -1.745 -0.573 -0.577 -0.2533
H 0.122 -1.338 -1.427 0.0283
H -1.009 -2.579 -1.001 0.0373
H -1.279 -1.614 -2.451 0.0384
H -2.179 0.259 -1.132 0.0434
H -1.131 -0.160 0.220 0.0214
H -2.591 -1.047 -0.059 0.0459
C 1.837 0.516 0.805 -0.4309
C 0.869 1.627 1.166 -0.3490
H 1.659 -0.398 1.383 0.0136
H 1.831 0.239 -0.252 0.0106
H 2.881 0.821 0.959 0.0053
H 0.619 1.601 2.234 0.0329
H -0.105 1.573 0.676 0.0240
H 1.292 2.615 0.974 0.0242
```

As for the frontier orbital gap (alpha / beta): 2.8 / 12.0 eV. Its HOMO energy (alpha / beta) is 1.6 / -7.6 eV. As for the charge: -1. As for the energy relative to the best compared isomer or geometry (same formula, charge and spin): 22.6 kJ/mol. The calculated total energy comes out at -159.521536 Ha. The spin multiplicity is 2. As for the largest force on an atom: 0.8 eV/A.